# 1
Here is a cluster of 2 separate species, C3H10NPSi in total from OMol25. Energies are from ωB97M-V/def2-TZVPD.

Geometry as XYZ:
```
16
C3H10NPSi ωB97M-V/def2-TZVPD
P 3.3598 0.5771 0.0337
Si -0.0242 0.1368 -0.1026
N 3.9753 -0.4167 -1.0538
C -0.0407 -0.8431 -1.7270
C -0.4133 -0.9169 1.4878
C -0.8393 1.9292 -0.1050
H -1.2933 -0.6275 1.9388
H 4.9172 -0.1308 -1.3187
H -1.8725 1.9891 -0.3594
H 0.9666 -1.1335 -1.7841
H -0.4382 -1.9657 1.2165
H -0.1309 2.2835 -0.8402
H -0.3304 -0.2902 -2.6469
H -0.6694 -1.6247 -1.4453
H 0.3164 -0.8447 2.2898
H -0.7101 2.6344 0.7491
```

Summary:
Energy above the lowest of the compared OMol25 structures with the same formula, charge and spin ... 60.7 kcal/mol
Frontier orbital gap (alpha / beta) ... 6.454 / 6.747 eV

---

# 2
Here is an isolated molecule of C10H7N3 from OMol25. Energies are from ωB97M-V/def2-TZVPD.

Geometry as XYZ:
```
20
C10H7N3 ωB97M-V/def2-TZVPD
N 0.0329 -0.6925 -0.5890
N 3.3946 2.1636 -0.1238
N 3.4146 -1.8336 1.2867
C -3.9427 0.3877 0.4415
C 1.0575 0.0478 -0.2551
C 2.4854 -0.2129 -0.5934
C 3.1720 1.1177 -0.5344
C -1.5385 0.9600 0.3045
C 2.9307 -1.1445 0.4917
C -3.6579 -0.7797 -0.1952
C -1.2800 -0.2717 -0.2966
C -2.8525 1.2468 0.6684
C -2.3589 -1.1280 -0.6287
H -4.4235 -1.5139 -0.4099
H -0.7692 1.7399 0.3810
H -2.2739 -2.0413 -1.1911
H -5.0081 0.7125 0.6951
H 0.8697 0.8297 0.4765
H -3.0062 2.2207 1.1720
H 2.6259 -0.7508 -1.5566
```

Summary:
Energy above the lowest of the compared OMol25 structures with the same formula, charge and spin ... 64.4 kcal/mol
Frontier orbital gap ... 8.832 eV
SMILES ... N#CC(C#N)/C=N/c1ccccc1

---

# 3
Here is a cluster of 2 separate species, C13H21ClN5O5S in total from OMol25. Energies are from ωB97M-V/def2-TZVPD.

Geometry as XYZ:
```
46
C13H21ClN5O5S ωB97M-V/def2-TZVPD
Cl -3.3720 -0.4551 -0.4113
S 2.7702 2.4900 2.5196
O -0.5652 6.9506 -1.5478
O 0.5678 3.7618 1.7170
O 0.1693 -0.3872 -2.1639
O -1.0312 5.9465 -3.4639
O -1.3855 4.8954 -1.5619
N -0.9457 -1.9310 0.6356
N 2.3786 4.5498 0.7531
N 1.2648 5.1722 0.1856
N -0.0895 -2.6220 -1.5244
N 1.1288 -1.1298 -0.1360
C -0.2278 -1.6337 -2.6464
C 2.8574 -1.2979 1.7599
C 1.3678 -0.4508 -1.4456
C -0.9853 5.9491 -2.1897
C -4.5686 -2.8910 -0.1229
C -3.2230 -2.2328 -0.4193
C 2.0301 1.0971 1.5990
C 1.9251 3.7197 1.6202
C -2.1619 -2.6849 0.6012
C 1.9849 -0.2141 2.3944
C 2.3691 -1.7860 0.3628
C 0.2449 4.6797 0.7812
C 0.0381 -1.9867 -0.2985
H 2.1321 -1.0011 -2.0175
H -1.2677 -1.5191 -2.9688
H -0.8049 -1.2700 1.3828
H 2.3152 -0.0470 3.4254
H 3.1593 -1.6251 -0.3773
H -0.7960 4.8813 0.5597
H -0.7757 -3.3606 -1.5676
H 2.1958 -2.8673 0.3919
H 0.9486 -0.5584 2.4343
H 3.8728 -0.8978 1.6584
H 1.0263 1.4232 1.3300
H -5.1459 -2.2883 0.5793
H -5.1545 -3.0207 -1.0356
H -1.9405 -3.7447 0.3843
H 2.5974 0.9648 0.6767
H 1.6888 0.5796 -1.2856
H -2.6062 -2.6594 1.6016
H 0.3960 -1.9663 -3.4854
H 2.9300 -2.1507 2.4414
H -4.4087 -3.8870 0.3057
H -2.9031 -2.4943 -1.4318
```

Summary:
Net charge ... -1
Frontier orbital gap ... 1.726 eV

---

# 4
Here is a structure of composition C5H7NO2 from OMol25. Energies are from ωB97M-V/def2-TZVPD.

Geometry as XYZ:
```
15
C5H7NO2 ωB97M-V/def2-TZVPD
O -1.0046 -1.2486 -1.7362
O -0.4447 -3.1662 -0.7806
N -0.1721 0.5275 -0.0118
C -0.4426 -2.0081 -0.8306
C 0.3171 -0.8439 0.2949
C -0.9844 1.4207 0.8235
C 1.6886 -0.3515 -0.0199
C 1.1986 0.8691 -0.2607
H -1.9726 1.0623 1.2792
H -1.1660 -0.3912 -1.3239
H 2.7220 -0.6638 -0.2109
H -1.0651 2.3845 0.1410
H 1.7392 1.7585 -0.4864
H 0.0587 -1.0453 1.2982
H -0.4721 1.6961 1.8242
```

Summary:
Energy above the lowest of the compared OMol25 structures with the same formula, charge and spin ... 72.1 kcal/mol
Frontier orbital gap ... 9.646 eV

---

# 5
Here is a structure of composition C4H11ClMgNO2Pm from OMol25. Energies are from ωB97M-V/def2-TZVPD.

Geometry as XYZ:
```
21
C4H11ClMgNO2Pm ωB97M-V/def2-TZVPD
Pm -0.3132 0.4795 1.7225
Cl -0.5329 2.2948 -0.1263
Mg 0.6778 -0.1491 -1.6679
O 0.8539 0.7098 5.1312
O 0.4436 1.8891 3.3148
N 0.4820 0.7487 3.9734
C -0.8327 -0.2026 -3.1622
C 2.5869 0.6142 -2.1101
C -2.4285 -0.4333 2.2863
C 0.5840 -1.4598 0.0126
H -1.2535 -1.2179 -3.1528
H 1.4933 -2.0832 0.1627
H -0.2566 -2.1950 0.0634
H -0.3388 0.0130 -4.1189
H 2.7518 1.5788 -1.6127
H -3.1551 0.3884 2.3898
H -2.7802 -1.1375 1.5171
H -2.3397 -0.9630 3.2503
H 3.2981 -0.1333 -1.7309
H -1.6124 0.5420 -2.9448
H 2.6720 0.7163 -3.1976
```

Summary:
Multiplicity ... 5
Net charge ... -2
⟨S²⟩ ... 6.007
Frontier orbital gap (alpha / beta) ... 4.521 / 4.551 eV

---

# 6
Here is a structure of composition C22H18InN2PSe7Te from OMol25. Energies are from ωB97M-V/def2-TZVPD.

Geometry as XYZ:
```
52
C22H18InN2PSe7Te ωB97M-V/def2-TZVPD
Te 3.4242 -5.2590 -0.1305
In 1.8085 -1.4339 -0.5960
Se 2.9693 -4.6851 -2.5573
Se 2.6195 -1.0792 3.4210
Se -1.1920 -1.5940 -1.8111
Se 1.5820 -2.9263 -2.3369
Se 0.5773 1.2059 -0.2744
Se 2.4561 1.0215 2.5322
Se 4.2199 -3.0731 0.4906
P -1.2923 0.4140 -1.0707
N 0.8097 -2.3105 1.6404
N 3.4793 -0.0182 0.0883
C 4.7222 1.8106 0.9899
C -2.1359 1.9857 -4.7510
C -3.5650 1.8034 2.0516
C 3.6759 0.8971 1.0344
C -2.5133 0.5340 0.2909
C -2.1991 3.3485 -4.5070
C 4.3374 -0.0643 -0.9372
C -2.6950 1.7357 0.9753
C -3.1903 -0.6022 0.7193
C 5.5941 1.7638 -0.0855
C -1.8699 2.9373 -2.1615
C -2.0798 3.8214 -3.2062
C -1.1090 -2.9219 3.5417
C -1.2482 -3.3641 2.2373
C -0.2687 -3.0314 1.3149
C -1.7960 1.5652 -2.4036
C -4.2435 0.6667 2.4726
C -1.9376 1.0938 -3.7039
C 0.0188 -2.1892 3.8856
C 0.9529 -1.9156 2.8993
C 5.4041 0.8057 -1.0670
C -4.0492 -0.5357 1.8101
H -2.2189 1.6118 -5.7645
H -2.1013 -3.9522 1.9266
H -2.1343 2.6149 0.6889
H -1.8601 -3.1503 4.2868
H -0.3439 -3.3495 0.2860
H 4.8385 2.5340 1.7842
H -3.0432 -1.5402 0.2010
H -3.6999 2.7416 2.5761
H 4.1508 -0.8348 -1.6778
H -2.3220 4.0417 -5.3298
H 6.4195 2.4615 -0.1493
H -4.9131 0.7179 3.3230
H 0.1882 -1.8434 4.8960
H -1.7326 3.3202 -1.1601
H -4.5612 -1.4298 2.1465
H -1.8787 0.0328 -3.9013
H 6.0685 0.7311 -1.9166
H -2.1228 4.8861 -3.0111
```

Summary:
Energy above the lowest of the compared OMol25 structures with the same formula, charge and spin ... 25.2 kcal/mol
Frontier orbital gap ... 5.645 eV

---

# 7
Here is an isolated molecule of C7H3F12N3 from OMol25. Energies are from ωB97M-V/def2-TZVPD.

Geometry as XYZ:
```
25
C7H3F12N3 ωB97M-V/def2-TZVPD
F 0.5599 -2.3224 2.7469
F -0.2077 1.9797 -2.0625
F -0.1497 -0.8552 4.2780
F -2.4351 0.4265 -1.3173
F 1.0548 0.2143 -2.2609
F 1.5865 1.7761 -0.8344
F -1.0843 -1.3211 -1.7714
F -1.9707 -1.1268 0.1948
F 1.7470 0.9497 3.9913
F 2.5209 1.4218 1.9953
F 2.7780 -0.6158 2.7921
F -1.4238 -1.3534 2.6423
N -0.3851 1.1886 1.9602
N -1.5703 2.4926 0.5789
N 0.6768 -0.4154 0.6452
C -0.0978 -1.1485 2.9405
C 0.5287 -0.0016 2.0647
C 0.5390 1.0886 -1.3843
C -0.7540 1.3980 0.7474
C -1.4449 -0.4032 -0.8169
C 1.8987 0.4514 2.7236
C -0.2374 0.4087 -0.2277
H -1.8676 3.0207 1.4173
H 0.4981 -1.4224 0.5225
H -2.1225 2.6127 -0.3078
```

Summary:
Frontier orbital gap ... 10.962 eV
SMILES ... NC1=NC(C(F)(F)F)(C(F)(F)F)NC1(C(F)(F)F)C(F)(F)F

---

# 8
Here is the ion C2H5N2O with charge +1 from OMol25. Energies are from ωB97M-V/def2-TZVPD.

Geometry as XYZ:
```
10
C2H5N2O ωB97M-V/def2-TZVPD
O 3.3638 -1.0581 -2.0682
N 0.3431 -0.3113 -0.6468
N 2.4540 -0.3796 -1.7531
C 1.6643 -0.0788 -0.6489
C -0.4382 0.1415 0.3714
H -0.0537 -0.8909 -1.3267
H 2.0165 0.7640 0.0697
H -1.4458 0.2112 0.0151
H -0.4333 -0.5157 1.2224
H -0.1037 1.2145 0.6672
```

Summary:
Net charge ... +1
Energy above the lowest of the compared OMol25 structures with the same formula, charge and spin ... 112.6 kcal/mol
Frontier orbital gap (alpha / beta) ... 8.154 / 8.199 eV
SMILES ... C/[NH+]=C/N=O